Entry 1:
{
  "formula": "C6H16",
  "method": "the ωB97M-V functional and the def2-TZVPD basis",
  "symbols": ["C", "C", "C", "C", "H", "H", "H", "H", "H", "H", "H", "H", "H", "H", "C", "C", "H", "H", "H", "H", "H", "H"],
  "positions_angstrom": [[-0.15502, -0.95974, -1.48805], [-1.33896, -0.94396, -2.47458], [1.06018, -0.15615, -1.90506], [-0.69105, -0.46050, -0.12096], [0.18302, -2.00717, -1.44308], [-2.19606, -1.48031, -2.02225], [-1.21273, -1.52449, -3.41251], [0.75943, 0.75858, -2.46253], [1.65193, 0.33384, -1.14516], [1.54748, -0.74287, -2.67872], [-1.76943, -0.50140, 0.04290], [-0.25871, -1.21596, 0.59893], [-0.29318, 0.54038, -0.06888], [-1.56829, 0.10614, -2.63530], [0.99871, 0.42844, 2.63978], [0.03024, 1.61516, 2.66397], [1.94644, 0.78858, 3.08673], [0.62459, -0.40939, 3.24713], [1.35403, -0.03303, 1.73051], [0.62577, 2.51659, 2.70782], [-0.74144, 1.66959, 3.40518], [-0.55693, 1.67768, 1.73414]],
  "lowdin_spin": [0.038, 0.095, 0.243, 0.086, 0.015, 0.013, 0.020, 0.048, 0.051, 0.048, 0.022, 0.015, 0.017, 0.025, 0.095, 0.085, 0.015, 0.013, 0.019, 0.014, 0.009, 0.014],
  "e_tot_ev": -6479.0748,
  "s2": 0.750,
  "relative_energy_kcal_mol": 20.1,
  "gap_ev": [2.6, 11.3],
  "multiplicity": 2,
  "total_charge": -1
}



Entry 2:
{
  "formula": "C6H16",
  "method": "the ωB97M-V functional and the def2-TZVPD basis",
  "symbols": ["C", "C", "C", "H", "H", "H", "H", "H", "H", "H", "H", "C", "C", "C", "H", "H", "H", "H", "H", "H", "H", "H"],
  "positions_angstrom": [[-1.38785, 1.23836, 0.62042], [-1.01959, 2.24003, -0.43875], [-0.69555, 1.57702, 1.95631], [-2.42843, 1.28095, 0.78651], [-0.95693, 0.15638, 0.52819], [0.07292, 2.26159, -0.58289], [-0.76521, 2.65642, 2.25693], [-1.24728, 1.01998, 2.66882], [0.36180, 1.24807, 1.90445], [-1.21934, 2.00206, -1.55188], [-1.40108, 3.21945, -0.42164], [1.44398, -2.01584, -1.06502], [1.53549, -0.57430, -0.54191], [0.10306, -2.57820, -0.58799], [1.70105, -2.10921, -2.06800], [2.23860, -2.54757, -0.62592], [0.88007, 0.02369, -1.23258], [0.24780, -2.67144, 0.58059], [-0.63591, -1.80707, -0.83439], [2.45781, -0.10949, -0.54637], [1.13246, -0.40448, 0.38882], [-0.31554, -3.54174, -0.90899]],
  "mulliken_charge": [0.202, -1.205, -1.101, 0.384, -0.176, 0.267, 0.317, 0.301, 0.286, 0.302, 0.401, -0.431, -0.951, -0.862, 0.399, 0.284, 0.178, 0.210, 0.177, 0.492, 0.174, 0.350],
  "e_tot_ev": -6480.1220,
  "relative_energy_kcal_mol": 35.4,
  "smiles": "CCC.CCC",
  "gap_ev": 12.0,
  "multiplicity": 1,
  "total_charge": 0
}



Entry 3:
{
  "formula": "C6H16",
  "method": "the ωB97M-V functional and the def2-TZVPD basis",
  "symbols": ["C", "C", "C", "H", "H", "H", "H", "H", "H", "H", "H", "C", "C", "C", "H", "H", "H", "H", "H", "H", "H", "H"],
  "positions_angstrom": [[-0.05258, 1.10025, -1.94275], [1.42440, 1.47334, -1.83400], [-0.74809, 1.71516, -0.69401], [-0.05812, 0.00205, -1.80916], [-0.36746, 1.45891, -2.93492], [1.69860, 2.24349, -2.58967], [1.71734, 2.17394, -0.97123], [-0.44748, 2.74161, -0.51898], [-0.63586, 1.07029, 0.20431], [2.11475, 0.64741, -1.66962], [-1.82804, 1.72945, -0.84928], [0.04246, -0.92908, 1.54211], [0.37732, -1.92318, 0.40747], [-1.09465, -1.43010, 2.46562], [0.98495, -0.64667, 2.01710], [-0.27842, 0.04154, 1.17270], [0.91943, -2.77238, 0.86097], [-0.85877, -2.39271, 2.89865], [1.11510, -1.49472, -0.23341], [-0.49122, -2.29477, -0.12174], [-1.31506, -0.67082, 3.19957], [-1.93330, -1.81103, 1.87249]],
  "mulliken_charge": [-0.136, -1.074, -0.971, 0.137, 0.359, 0.342, 0.265, 0.402, 0.163, 0.286, 0.335, 0.323, -1.152, -1.333, 0.283, -0.258, 0.382, 0.375, 0.254, 0.336, 0.345, 0.333],
  "e_tot_ev": -6480.3373,
  "relative_energy_kcal_mol": 30.5,
  "smiles": "CCC.CCC",
  "gap_ev": 11.9,
  "multiplicity": 1,
  "total_charge": 0
}



Entry 4:
{
  "formula": "C6H16BrCl6N2O3",
  "method": "the ωB97M-V functional and the def2-TZVPD basis",
  "symbols": ["N", "H", "H", "H", "H", "N", "O", "O", "O", "Br", "Cl", "C", "C", "Cl", "H", "H", "H", "H", "Cl", "C", "C", "Cl", "H", "H", "H", "H", "Cl", "C", "C", "Cl", "H", "H", "H", "H"],
  "positions_angstrom": [[-0.99683, 0.87521, 0.70461], [-0.79913, 0.39067, -0.15925], [-1.25757, 1.81457, 0.44056], [-0.14215, 1.06323, 1.20886], [-1.64862, 0.41285, 1.32225], [4.06005, 3.85684, 2.77513], [3.74598, 4.72620, 2.00429], [5.10442, 3.99497, 3.34083], [3.28250, 2.92995, 2.96251], [-0.63757, 5.41885, -1.84484], [0.26589, -4.66063, 3.25231], [-0.07645, -6.41948, 3.19085], [1.23509, -7.19416, 3.37326], [2.53574, -6.86231, 2.18679], [-0.46407, -6.68822, 2.20818], [-0.77582, -6.62256, 4.00187], [1.03498, -8.26121, 3.27606], [1.64470, -6.95601, 4.35489], [-8.57067, 3.22610, -1.33334], [-7.04388, 4.04293, -0.82309], [-6.97557, 4.19446, 0.72832], [-6.38634, 2.69138, 1.50749], [-7.10195, 4.93136, -1.45191], [-6.25380, 3.35700, -1.12863], [-7.87775, 4.53495, 1.23647], [-6.18640, 4.91263, 0.95090], [3.23788, -0.92089, -3.63694], [4.42292, -0.05909, -4.67447], [5.71797, -0.83492, -4.85521], [6.64446, -0.23602, -6.23044], [4.50267, 0.98497, -4.37170], [3.94959, -0.05765, -5.65633], [5.51817, -1.90454, -4.91918], [6.29154, -0.68143, -3.94112]],
  "mulliken_charge": [-0.525, 0.367, 0.377, 0.368, 0.369, 1.044, -0.651, -0.680, -0.708, -0.961, -0.184, -0.382, -0.483, -0.168, 0.298, 0.293, 0.303, 0.323, -0.205, -0.460, -0.349, -0.201, 0.306, 0.300, 0.323, 0.283, -0.207, -0.433, -0.409, -0.184, 0.357, 0.271, 0.313, 0.291],
  "e_tot_ev": -160777.5408,
  "relative_energy_kcal_mol": 86.7,
  "gap_ev": 4.0,
  "multiplicity": 1,
  "total_charge": -1
}